No. 1
C10H12ClNPSn | ωB97M-V/def2-TZVPD

Structure (XYZ):
```
26
Properties=species:S:1:pos:R:3:nbo_charge:R:1
C 0.66167 -0.10845 -3.41902 -0.368
C -0.56182 -0.82827 -3.44397 -0.368
C -0.35938 -2.06478 -2.76101 -0.374
C 1.01672 -2.15929 -2.40244 -0.373
C 1.65868 -0.96599 -2.88407 -0.369
Sn 1.45558 1.26464 -0.05739 0.165
P -0.42871 3.21054 -0.52551 0.007
H 0.81664 0.91853 -3.73049 0.176
H -1.50819 -0.40954 -3.77042 0.174
H -1.12830 -2.75074 -2.44698 0.173
H 2.72532 -0.77533 -2.86549 0.178
H 1.49801 -2.91482 -1.78038 0.179
H -1.56359 3.30586 0.36262 0.031
H -0.92012 3.54204 -1.84214 -0.038
H 0.34370 4.38732 -0.17024 0.019
Cl 1.30276 1.06874 4.88861 0.002
C 0.39522 0.25181 3.68737 -0.141
C -0.74124 -0.50899 3.95057 -0.161
C -1.43248 -1.13848 2.90413 -0.322
C -1.00495 -0.86257 1.58901 0.057
N 0.01460 -0.01057 1.33057 -0.495
C 0.80284 0.38446 2.36380 -0.064
H -1.04734 -0.58867 4.99403 0.217
H -2.26524 -1.83203 3.10205 0.223
H -1.49822 -1.36070 0.73358 0.229
H 1.76781 0.94528 2.19320 0.242
```

## Properties
Total charge: -1
LUMO level (spin up / spin down): 2.6 / 2.6 eV
Energy relative to the best compared isomer or geometry (same formula, charge and spin): 1.639 eV



No. 2
C10H12ClNPW | ωB97M-V/def2-TZVPD

Structure (XYZ):
```
26
Properties=species:S:1:pos:R:3:nbo_charge:R:1
C 2.23452 -1.39554 -0.13493 -0.409
C 2.89955 -0.44550 -1.06782 -0.145
C 2.16174 -0.27788 -2.26396 -0.290
C 1.16379 -1.27098 -2.31249 -0.152
C 1.03937 -2.02889 -1.01347 -0.562
W -0.09797 -1.44988 1.02058 0.985
P 1.31679 -0.79673 2.87576 0.095
H 2.84035 -2.02862 0.50794 0.226
H 3.76705 0.16714 -0.80463 0.226
H 2.21884 0.57229 -2.95386 0.240
H 0.81208 -3.08909 -0.98052 0.243
H 0.44414 -1.42150 -3.12056 0.220
H 1.11277 0.49149 3.55614 0.045
H 2.78628 -0.87322 3.01859 0.081
H 0.91230 -1.68850 3.97670 0.035
Cl -3.73588 2.19013 2.41551 0.071
C -2.86404 1.68531 1.01452 -0.064
C -3.24451 2.14333 -0.24712 -0.151
C -2.44932 1.71418 -1.31343 -0.208
C -1.35983 0.85417 -1.08646 0.045
N -1.10969 0.26397 0.13210 -0.498
C -1.79851 0.79856 1.19727 -0.013
H -4.10105 2.80565 -0.35265 0.262
H -2.69842 2.04771 -2.33244 0.257
H -0.71349 0.58178 -1.92032 0.242
H -1.53687 0.45063 2.18957 0.220
```

## Properties
Total charge: +1
<S²>: 2.133
LUMO level (spin up / spin down): -4.6 / -4.4 eV
2S+1: 3



No. 3
C10H12ClNPYb | ωB97M-V/def2-TZVPD

Structure (XYZ):
```
26
Properties=species:S:1:pos:R:3:nbo_charge:R:1
C -0.02290 -1.54931 -2.34897 -0.888
C -0.88355 -0.70750 -3.07891 -0.477
C -0.78658 0.68478 -3.13007 -0.349
C 0.19536 1.41910 -2.40277 -0.479
C 1.05689 0.73340 -1.61617 -0.609
Yb -0.98899 0.17233 -0.85888 1.056
P -0.12708 -2.65710 -0.97935 0.716
H 0.86806 -1.89938 -2.90944 0.250
H -1.59970 -1.18187 -3.74481 0.195
H -1.51106 1.23670 -3.70113 0.214
H 2.01275 1.17544 -1.31269 0.166
H 0.15664 2.52137 -2.46963 0.189
H 1.06975 -2.33237 -0.33361 -0.026
H -0.10233 -3.91983 -1.67395 0.018
H -1.22453 -2.49266 -0.07640 -0.023
Cl 0.45262 3.72498 3.02486 0.053
C 0.24664 2.04016 2.82415 -0.074
C 0.49784 1.14020 3.86688 -0.172
C 0.41693 -0.22871 3.59620 -0.239
C -0.08146 -0.67219 2.37338 0.048
N -0.44523 0.21879 1.42773 -0.501
C -0.20070 1.53398 1.59272 0.028
H 0.78936 1.54914 4.82479 0.240
H 0.72505 -0.98575 4.32347 0.234
H -0.17147 -1.71481 2.05403 0.205
H -0.34230 2.19109 0.72858 0.227
```

## Properties
<S²>: 0.777
LUMO level (spin up / spin down): -0.4 / -0.3 eV
2S+1: 2
Energy relative to the best compared isomer or geometry (same formula, charge and spin): 0.000 eV



No. 4
C10H12N2 | ωB97M-V/def2-TZVPD

Structure (XYZ):
```
24
Properties=species:S:1:pos:R:3:nbo_charge:R:1
C -2.50550 -2.95970 -0.93509 -0.621
C -1.72798 -1.73909 -0.48573 0.023
C -2.33340 -0.46234 -0.46379 -0.268
C -1.57196 0.63371 -0.16166 -0.181
C -0.25345 0.55651 0.29288 0.031
C 0.30409 -0.75066 0.41758 0.207
C -0.39474 -1.84637 -0.06515 -0.307
N 1.48619 -0.79484 1.03188 -0.642
C 1.69158 0.95576 1.39425 0.119
C 1.84834 1.69173 0.14610 -0.095
C 2.36498 3.12882 0.23863 -0.603
N 0.50377 1.57756 0.83388 -0.402
H -3.64596 -2.81824 -0.88718 0.206
H -2.23709 -3.01716 -1.95109 0.221
H -2.36042 -3.80855 -0.40892 0.212
H -3.38074 -0.47785 -0.76021 0.213
H -2.10538 1.61927 -0.13465 0.216
H 0.09882 -2.82361 -0.07290 0.206
H 1.38989 -1.46500 1.86458 0.381
H 2.00238 1.13522 2.38204 0.209
H 1.88394 1.04740 -0.70312 0.226
H 3.36593 3.37903 -0.23525 0.219
H 2.41725 3.37324 1.21277 0.208
H 1.63649 3.75608 -0.37959 0.223
```

## Properties
Structure (SMILES): Cc1ccc2c(c1)N[C@H]1[C@H](C)N21
LUMO level: 1.1 eV
Energy relative to the best compared isomer or geometry (same formula, charge and spin): 2.986 eV



No. 5
C10H12N2 | ωB97M-V/def2-TZVPD

Structure (XYZ):
```
24
Properties=species:S:1:pos:R:3:nbo_charge:R:1
C 0.86450 2.40439 0.42410 -0.586
C 0.60777 1.12327 -0.39741 -0.240
C 1.85810 0.31967 -0.11629 -0.488
C 1.64977 -1.10392 -0.08270 0.468
N 2.78417 -1.88749 0.12120 -0.814
N 0.59466 -1.75045 -0.20427 -0.503
C -0.59501 -0.97663 -0.13360 0.155
C -1.71054 -1.83771 0.15730 -0.226
C -3.00526 -1.35632 0.16802 -0.209
C -3.17281 0.03148 0.04602 -0.252
C -2.03011 0.84353 -0.27614 -0.169
C -0.69365 0.43026 -0.15668 -0.086
H 1.39872 3.01981 -0.21406 0.204
H -0.04389 2.91010 0.74025 0.216
H 1.30376 2.24673 1.42385 0.203
H 0.63102 1.54367 -1.31507 0.212
H 2.30596 0.62066 0.82856 0.235
H 2.65883 0.71654 -0.68558 0.242
H 3.67002 -1.69426 -0.19353 0.376
H 2.59444 -2.93753 0.21053 0.397
H -1.49282 -2.90942 0.08871 0.222
H -3.77131 -2.16960 0.35883 0.221
H -4.13503 0.52497 -0.13074 0.215
H -2.27129 1.88824 -0.66127 0.206
```

## Properties
Structure (SMILES): C[C@H]1CC(N)=Nc2ccccc21
LUMO level: 0.8 eV
Energy relative to the best compared isomer or geometry (same formula, charge and spin): 1.345 eV



No. 6
C10H12N2 | ωB97M-V/def2-TZVPD

Structure (XYZ):
```
24
Properties=species:S:1:pos:R:3:nbo_charge:R:1
C 2.60563 -0.83253 0.78027 -0.093
C 2.44012 0.97896 -0.25744 0.151
C 1.41391 -0.87381 0.14099 0.090
C -2.21075 -0.04338 0.80965 -0.168
C -2.10679 -0.92980 -0.24980 -0.240
C 0.28425 -1.78155 -0.03197 -0.460
C -1.16661 0.95295 1.02860 -0.476
C -0.78806 1.67940 -0.24173 -0.439
C -0.86763 -1.16491 -0.93936 -0.142
C 0.03101 0.77464 -1.13623 0.026
N 3.23505 0.32966 0.54868 -0.458
N 1.33188 0.33364 -0.58963 -0.385
H 3.13667 -1.59846 1.20633 0.198
H 2.87267 1.96135 -0.51753 0.207
H -3.25326 0.13130 1.14616 0.212
H -2.84047 -1.59558 -0.61804 0.209
H 0.62180 -2.70635 -0.51820 0.224
H -0.09703 -2.06954 0.90923 0.230
H -1.79977 1.66236 1.60732 0.223
H -0.20169 0.71527 1.50121 0.239
H -1.72006 2.03705 -0.71952 0.222
H -0.13775 2.48652 0.08860 0.225
H -0.95224 -1.65719 -1.87367 0.209
H 0.16912 1.21001 -2.07392 0.196
```

## Properties
LUMO level: 0.7 eV
Energy relative to the best compared isomer or geometry (same formula, charge and spin): 3.233 eV



No. 7
C10H12N2O | ωB97M-V/def2-TZVPD

Structure (XYZ):
```
25
Properties=species:S:1:pos:R:3:nbo_charge:R:1
C 1.49451 -1.12775 -1.38287 -0.454
N 0.69488 -0.79210 -0.23514 -0.414
C 0.57198 0.46421 0.25282 0.136
C 1.51366 1.46321 0.16726 -0.270
C 1.32563 2.61928 0.90252 -0.198
C 0.21557 2.79258 1.71575 -0.236
C -0.77588 1.81956 1.82751 -0.246
C -0.64095 0.72147 1.02003 0.121
N -1.51731 -0.40462 0.73429 -0.617
C -1.03707 -1.11205 -0.34130 0.221
C -1.08618 -2.58275 -0.01083 -0.638
C -1.17610 -0.42468 -1.61723 0.398
O -0.90067 -0.86011 -2.70155 -0.523
H 2.54252 -1.22970 -1.12253 0.208
H 1.15810 -1.98573 -1.97672 0.235
H 1.54540 -0.45231 -2.18882 0.194
H 2.34894 1.24693 -0.50009 0.214
H 2.04877 3.40436 0.96246 0.215
H 0.16476 3.71231 2.32639 0.214
H -1.79440 1.93950 2.11037 0.226
H -1.70858 -1.02195 1.41621 0.379
H -2.10680 -2.92885 0.23607 0.220
H -0.42606 -2.71705 0.83523 0.241
H -0.91825 -3.15017 -0.90489 0.239
H -1.53644 0.60641 -1.52494 0.136
```

## Properties
Structure (SMILES): CN1c2ccccc2N[C@@]1(C)C=O
LUMO level: 0.7 eV
Energy relative to the best compared isomer or geometry (same formula, charge and spin): 3.239 eV



No. 8
C10H12N2O5PbS | ωB97M-V/def2-TZVPD

Structure (XYZ):
```
31
Properties=species:S:1:pos:R:3:lowdin_charge:R:1
O -0.00027 0.00013 -3.20881 0.253
C -0.00097 0.00061 -2.04465 -0.017
Pb 0.02247 -0.00971 0.12494 0.567
O 1.98054 -2.52832 0.00078 0.151
C 1.26322 -1.61130 0.00493 -0.245
C -1.26190 1.61286 -0.00257 -0.206
O -1.98130 2.52756 0.00057 0.196
C -1.60954 -1.26428 0.00117 -0.096
O -2.52726 -1.97910 -0.00034 0.261
C 1.61215 1.26077 0.00419 -0.132
O 2.52592 1.97978 0.00196 0.226
C 2.46695 1.93844 5.79388 -0.053
C 1.36892 1.04420 5.22825 -0.190
N 1.78041 0.47542 3.85728 -0.007
C 0.97508 -0.49656 3.36646 -0.695
S -0.49060 0.21185 2.52030 0.746
N 0.85330 -1.65454 3.71268 0.083
C 1.66827 -2.31714 4.82230 -0.139
C 0.78598 -2.72713 5.99202 -0.048
H 3.38244 1.37897 5.91884 0.085
H 2.12262 2.28301 6.76325 0.094
H 2.62603 2.79224 5.15123 0.081
H 1.20424 0.18261 5.87726 0.101
H 0.43916 1.59548 5.11264 0.113
H 1.99456 1.31758 3.26514 0.150
H 0.09533 -2.32158 3.37523 0.204
H 2.17494 -3.18990 4.39325 0.138
H 2.41694 -1.58921 5.10766 0.114
H 0.05881 -3.46749 5.67937 0.086
H 1.41180 -3.14087 6.76764 0.097
H 0.25436 -1.86146 6.38846 0.080
```

## Properties
Total charge: +2
LUMO level (spin up / spin down): -8.7 / -8.6 eV
Energy relative to the best compared isomer or geometry (same formula, charge and spin): 11.894 eV